DFT (ωB97M-V with the def2-TZVPD basis set) results for C30H23N3O3PPtS2 as an isolated structure.

Positions of all 63 atoms, in Å:
Pt  -1.49  -1.03  0.10
O  -2.94  1.34  1.27
S  -3.74  0.95  0.14
O  -5.16  1.07  0.23
O  -3.38  -0.48  -0.29
C  -3.20  1.90  -1.26
C  -4.11  2.80  -1.80
C  -3.74  3.61  -2.87
C  -2.46  3.52  -3.39
C  -1.56  2.61  -2.86
C  -1.91  1.78  -1.80
P  -0.65  0.61  -1.18
C  0.28  0.16  -2.67
C  1.67  0.14  -2.72
C  2.31  -0.29  -3.87
C  1.58  -0.72  -4.97
C  0.19  -0.72  -4.92
C  -0.46  -0.28  -3.78
C  0.45  1.62  -0.14
C  0.40  1.51  1.25
C  1.20  2.32  2.04
C  2.04  3.25  1.46
C  2.08  3.39  0.08
C  1.28  2.58  -0.72
H  -5.10  2.84  -1.38
H  -4.46  4.30  -3.29
H  -2.16  4.16  -4.21
H  -0.57  2.54  -3.30
H  2.25  0.45  -1.87
H  3.40  -0.29  -3.91
H  2.09  -1.06  -5.86
H  -0.38  -1.06  -5.77
H  -1.54  -0.28  -3.74
H  -0.29  0.82  1.71
H  1.14  2.24  3.12
H  2.66  3.89  2.08
H  2.72  4.13  -0.38
H  1.31  2.71  -1.79
N  1.30  -2.91  2.49
C  2.60  -2.41  2.20
C  3.57  -2.35  3.19
C  4.83  -1.84  2.87
C  5.09  -1.37  1.60
C  4.10  -1.41  0.62
C  2.87  -1.95  0.92
S  1.62  -2.18  -0.30
N  0.25  -1.86  0.70
C  0.21  -2.41  1.88
C  -1.13  -2.51  2.53
C  -1.35  -2.86  3.84
C  -2.66  -2.94  4.30
C  -3.70  -2.65  3.43
C  -3.40  -2.28  2.13
N  -2.14  -2.22  1.69
H  1.18  -3.39  3.36
H  3.36  -2.70  4.19
H  5.59  -1.81  3.63
H  6.07  -0.97  1.36
H  4.30  -1.04  -0.38
H  -0.53  -3.05  4.52
H  -2.86  -3.21  5.33
H  -4.73  -2.69  3.75
H  -4.16  -2.00  1.41

Output
Molar mass ... 763.72 g/mol
Strongest force on any atom ... 0.563 eV/Å
Total energy ... -2803.9257 Eh
LUMO energy ... -3.86 eV
Relative energy (zero: lowest compared OMol25 entry of this formula, charge and spin) ... 0.0 kcal/mol
Gap between HOMO and LUMO ... 7.356 eV
Total charge ... +1

Here are the natural (NBO) charges for atoms 1 to 4, given in e: number 1, Pt, carries 0.695; number 2, O, carries -0.968; number 3, S, carries 2.405; number 4, O, carries -0.928

DFT (ωB97M-V with the def2-TZVPD basis set) results for C6H9O5Rb as an isolated structure at a distorted geometry.

Positions of all 21 atoms, in Å:
O  2.61  -0.95  -0.71
C  1.55  -0.52  0.05
C  3.61  -1.44  0.18
O  0.53  0.43  -0.55
O  2.10  -0.08  1.28
C  3.45  -0.52  1.40
Rb  0.00  0.92  3.88
H  4.58  -1.35  -0.31
H  3.40  -2.49  0.43
H  4.11  0.35  1.38
H  3.58  -1.05  2.35
H  0.78  -1.31  0.28
O  -2.50  2.03  -0.60
C  -3.55  1.59  -1.51
C  -3.71  0.12  -1.12
O  -2.81  0.01  0.01
C  -2.01  1.04  0.09
H  -4.43  2.20  -1.32
H  -3.19  1.74  -2.53
H  -3.38  -0.59  -1.89
H  -4.72  -0.15  -0.79

Output
Molar mass ... 246.60 g/mol
Multiplicity ... 2
Strongest force on any atom ... 4.374 eV/Å
Total energy ... -633.9314 Eh
LUMO energy (spin up / spin down) ... -3.69 / -4.18 eV
Gap between HOMO and LUMO (spin up / spin down) ... 8.278 / 7.697 eV
Total charge ... +1

Here are the natural (NBO) charges for atoms 1 to 4, given in e: number 1, O, carries -0.490; number 2, C, carries 0.557; number 3, C, carries -0.102; number 4, O, carries -0.242

DFT (ωB97M-V with the def2-TZVPD basis set) results for a 2-piece molecular cluster, C3H9N3O2 overall at a distorted geometry.

Positions of all 17 atoms, in Å:
C  1.17  -1.86  -0.43
C  0.91  -0.55  0.31
C  -0.73  -0.16  0.08
N  -0.99  0.08  -1.27
O  -1.55  -0.77  0.78
H  1.12  -1.72  -1.51
H  0.43  -2.61  -0.15
H  2.18  -2.22  -0.21
H  1.05  -0.68  1.39
H  1.58  0.23  -0.05
H  -0.26  0.46  -1.85
H  -1.86  -0.30  -1.62
N  -1.00  1.68  1.17
N  0.31  2.38  0.95
O  0.34  2.90  -0.12
H  -1.00  1.23  2.08
H  -1.71  1.92  0.47

Output
Molar mass ... 119.12 g/mol
Strongest force on any atom ... 5.149 eV/Å
Total energy ... -434.3372 Eh
LUMO energy ... 0.07 eV
Relative energy (zero: lowest compared OMol25 entry of this formula, charge and spin) ... 118.6 kcal/mol
Gap between HOMO and LUMO ... 9.374 eV
SMILES ... CCC(N)=O.NN=O

Here are the natural (NBO) charges for atoms 1 to 4, given in e: number 1, C, carries -0.613; number 2, C, carries -0.470; number 3, C, carries 0.696; number 4, N, carries -0.884

DFT (ωB97M-V with the def2-TZVPD basis set) results for C7H17O9Sr as an isolated structure at a distorted geometry.

Positions of all 34 atoms, in Å:
Sr  -0.16  -0.36  0.31
C  -2.10  2.49  -2.46
C  -2.11  0.95  -2.52
O  -2.17  0.31  -1.43
O  -2.08  0.46  -3.67
H  -1.60  2.86  -3.35
H  -1.54  2.84  -1.59
H  -3.13  2.83  -2.47
C  3.36  -0.45  3.27
C  2.16  -0.21  2.39
O  2.33  0.30  1.24
O  0.99  -0.42  2.80
H  4.13  -1.04  2.79
H  3.18  -0.93  4.23
H  3.74  0.56  3.40
C  0.88  -4.17  -1.78
C  0.40  -2.74  -1.45
O  1.20  -1.77  -1.31
O  -0.83  -2.60  -1.35
H  1.95  -4.30  -1.93
H  0.36  -4.52  -2.66
H  0.65  -4.78  -0.90
C  -0.64  2.86  1.70
O  -1.21  1.60  1.41
H  0.39  2.93  1.34
H  -1.19  3.68  1.22
H  -0.65  3.06  2.78
H  -2.15  1.75  1.27
O  0.92  1.30  -1.39
H  0.55  1.50  -2.25
H  1.62  1.94  -1.25
O  -2.17  -1.69  1.10
H  -2.21  -2.20  1.92
H  -2.88  -2.04  0.55

Output
Molar mass ... 332.82 g/mol
Strongest force on any atom ... 2.022 eV/Å
Total energy ... -985.0541 Eh
LUMO energy ... 2.50 eV
Relative energy (zero: lowest compared OMol25 entry of this formula, charge and spin) ... 5.8 kcal/mol
Gap between HOMO and LUMO ... 7.465 eV
Total charge ... -1

Here are the natural (NBO) charges for atoms 1 to 4, given in e: number 1, Sr, carries 1.846; number 2, C, carries -0.744; number 3, C, carries 0.757; number 4, O, carries -0.862

DFT (ωB97M-V with the def2-TZVPD basis set) results for a 2-piece molecular cluster, C3H7NO2 overall.

Positions of all 13 atoms, in Å:
C  -1.96  0.13  0.29
C  -1.14  -0.77  0.85
O  -0.93  -2.04  0.46
C  1.36  0.43  -0.10
O  0.67  1.13  -1.02
N  2.65  0.60  -0.36
H  -2.12  1.08  0.78
H  -2.61  -0.11  -0.55
H  -0.27  0.97  -0.82
H  -0.57  -0.55  1.74
H  -1.40  -2.19  -0.37
H  3.34  0.14  0.21
H  2.97  1.19  -1.12

Output
Molar mass ... 89.09 g/mol
Strongest force on any atom ... 0.680 eV/Å
Total energy ... -323.6679 Eh
LUMO energy ... 0.98 eV
Relative energy (zero: lowest compared OMol25 entry of this formula, charge and spin) ... 70.9 kcal/mol
Gap between HOMO and LUMO ... 9.508 eV

Here are the natural (NBO) charges for atoms 1 to 4, given in e: number 1, C, carries -0.656; number 2, C, carries 0.218; number 3, O, carries -0.662; number 4, C, carries 0.262

DFT (ωB97M-V with the def2-TZVPD basis set) results for a 2-piece molecular cluster, C6H12BrNO4 overall at a distorted geometry.

Positions of all 24 atoms, in Å:
C  2.61  0.54  -2.05
C  -1.05  -1.74  2.66
C  1.88  0.32  -0.63
C  -1.13  -0.37  2.02
C  -1.67  0.65  -1.34
C  -0.18  -0.87  -0.11
N  -1.08  1.76  -0.75
O  -1.37  2.04  0.41
O  -0.22  2.43  -1.36
O  0.79  -0.66  -0.92
O  -0.08  -0.22  1.03
Br  -1.07  0.42  -3.08
H  1.96  1.17  -2.45
H  3.57  0.98  -1.80
H  2.70  -0.34  -2.55
H  -0.02  -1.91  2.97
H  -1.78  -1.83  3.38
H  -1.24  -2.48  1.94
H  1.62  1.29  -0.38
H  2.42  -0.05  0.18
H  -1.01  0.37  2.80
H  -2.10  -0.25  1.58
H  -2.78  0.45  -1.07
H  -0.80  -1.67  -0.48

Output
Molar mass ... 242.07 g/mol
Strongest force on any atom ... 6.136 eV/Å
Total energy ... -3165.3090 Eh
LUMO energy ... 0.33 eV
Relative energy (zero: lowest compared OMol25 entry of this formula, charge and spin) ... 39.0 kcal/mol
Gap between HOMO and LUMO ... 8.173 eV

Here are the natural (NBO) charges for atoms 1 to 4, given in e: number 1, C, carries -0.589; number 2, C, carries -0.628; number 3, C, carries -0.064; number 4, C, carries -0.057

Q: Which of these has the highest molar mass?
A: C30H23N3O3PPtS2

What did the sixth record say?
DFT (ωB97M-V with the def2-TZVPD basis set) results for a 2-piece molecular cluster, C6H12BrNO4 overall at a distorted geometry.

Positions of all 24 atoms, in Å:
C  2.61  0.54  -2.05
C  -1.05  -1.74  2.66
C  1.88  0.32  -0.63
C  -1.13  -0.37  2.02
C  -1.67  0.65  -1.34
C  -0.18  -0.87  -0.11
N  -1.08  1.76  -0.75
O  -1.37  2.04  0.41
O  -0.22  2.43  -1.36
O  0.79  -0.66  -0.92
O  -0.08  -0.22  1.03
Br  -1.07  0.42  -3.08
H  1.96  1.17  -2.45
H  3.57  0.98  -1.80
H  2.70  -0.34  -2.55
H  -0.02  -1.91  2.97
H  -1.78  -1.83  3.38
H  -1.24  -2.48  1.94
H  1.62  1.29  -0.38
H  2.42  -0.05  0.18
H  -1.01  0.37  2.80
H  -2.10  -0.25  1.58
H  -2.78  0.45  -1.07
H  -0.80  -1.67  -0.48

Output
Molar mass ... 242.07 g/mol
Strongest force on any atom ... 6.136 eV/Å
Total energy ... -3165.3090 Eh
LUMO energy ... 0.33 eV
Relative energy (zero: lowest compared OMol25 entry of this formula, charge and spin) ... 39.0 kcal/mol
Gap between HOMO and LUMO ... 8.173 eV

Here are the natural (NBO) charges for atoms 1 to 4, given in e: number 1, C, carries -0.589; number 2, C, carries -0.628; number 3, C, carries -0.064; number 4, C, carries -0.057

What did the third record say?
DFT (ωB97M-V with the def2-TZVPD basis set) results for a 2-piece molecular cluster, C3H9N3O2 overall at a distorted geometry.

Positions of all 17 atoms, in Å:
C  1.17  -1.86  -0.43
C  0.91  -0.55  0.31
C  -0.73  -0.16  0.08
N  -0.99  0.08  -1.27
O  -1.55  -0.77  0.78
H  1.12  -1.72  -1.51
H  0.43  -2.61  -0.15
H  2.18  -2.22  -0.21
H  1.05  -0.68  1.39
H  1.58  0.23  -0.05
H  -0.26  0.46  -1.85
H  -1.86  -0.30  -1.62
N  -1.00  1.68  1.17
N  0.31  2.38  0.95
O  0.34  2.90  -0.12
H  -1.00  1.23  2.08
H  -1.71  1.92  0.47

Output
Molar mass ... 119.12 g/mol
Strongest force on any atom ... 5.149 eV/Å
Total energy ... -434.3372 Eh
LUMO energy ... 0.07 eV
Relative energy (zero: lowest compared OMol25 entry of this formula, charge and spin) ... 118.6 kcal/mol
Gap between HOMO and LUMO ... 9.374 eV
SMILES ... CCC(N)=O.NN=O

Here are the natural (NBO) charges for atoms 1 to 4, given in e: number 1, C, carries -0.613; number 2, C, carries -0.470; number 3, C, carries 0.696; number 4, N, carries -0.884